[1]
C5H7N5O in the gas phase, computed with the ωB97M-V functional and the def2-TZVPD basis.

Structure (XYZ):
```
18
C5H7N5O | the Open Molecules 2025 dataset | the ωB97M-V functional and the def2-TZVPD basis
O 1.68131 1.89713 1.64754
C -1.19087 1.03165 -0.14895
N -0.24728 1.93285 0.49382
C -0.22495 -0.87347 1.18798
H -2.24821 -0.64942 -1.26491
H -1.73700 -2.19974 -0.56588
N 0.48417 -1.33356 1.92383
H -0.43269 2.63697 1.24645
H -0.55680 -1.09092 -1.46501
H 3.42580 -1.82597 -0.59342
H -2.25680 1.25170 0.08871
N 2.46113 -1.64835 -0.69162
N 2.08247 -0.50407 -0.53806
H -1.04155 1.07351 -1.26886
C 1.00339 1.43859 0.67204
C -1.41579 -1.17094 -0.84214
C 1.44644 0.41113 -0.23584
N -1.23275 -0.37707 0.35433
```

Properties
* energy relative to the best compared isomer or geometry (same formula, charge and spin): 98.66 kcal/mol
* energy: -14791.459 eV
* LUMO level (alpha / beta): 0.08 / 0.08 eV

How is the electron density shared among the atoms? According to Mulliken, the charges in e are: O -0.65; C -0.59; N -0.14; C 0.39; H 0.43; H 0.33; N -0.42; H 0.30; H 0.37; H 0.22; H 0.37; N -0.96; N 0.80; H 0.36; C 0.33; C -1.05; C 0.04; N -0.14

[2]
A gas-phase ion, C5H7N5O3P (charge +1), computed with the ωB97M-V functional and the def2-TZVPD basis.

Structure (XYZ):
```
21
C5H7N5O3P | the Open Molecules 2025 dataset | the ωB97M-V functional and the def2-TZVPD basis
N -0.06919 -2.02249 1.19784
H 0.98933 2.23924 2.14050
C 0.26213 -0.18249 -0.69600
H -0.11655 -2.71722 1.94157
C 0.81607 1.46364 1.39037
O 2.58286 -1.29070 0.16474
C -0.22882 -2.38126 -0.09504
O 2.84192 0.55297 -1.53319
N 0.45402 0.21417 2.13736
N -0.21131 1.82462 0.48091
H 2.73791 1.47096 -1.79545
H -0.44271 -3.41929 -0.32022
N -1.74758 0.95590 -1.13962
C -0.66708 0.92739 -0.49866
C 0.24401 -0.75719 1.44775
H -0.34796 -1.72063 -2.00117
P 2.04410 -0.03048 -0.32225
H -0.88265 2.51081 0.79114
H -2.38278 1.72096 -0.95307
O 1.99898 1.22886 0.71361
N -0.15694 -1.48254 -1.02964
```

Properties
* energy relative to the best compared isomer or geometry (same formula, charge and spin): 36.63 kcal/mol
* SMILES string: [H]/N=C1\N[C@H]2N=C=[NH+]/C=[NH+]\C1=[P@@]([O-])(O)O2
* charge: +1
* energy: -28173.470 eV
* LUMO level: -4.78 eV

How is the electron density shared among the atoms? According to Mulliken, the charges in e are: N 0.01; H 0.42; C -0.35; H 0.33; C -0.22; O -0.62; C -0.11; O -0.55; N -0.36; N -0.11; H 0.37; H 0.41; N -0.67; C 0.49; C 0.46; H 0.28; P 1.01; H 0.28; H 0.24; O -0.39; N 0.07

Please write out number 1 again, unchanged.
C5H7N5O in the gas phase, computed with the ωB97M-V functional and the def2-TZVPD basis.

Structure (XYZ):
```
18
C5H7N5O | the Open Molecules 2025 dataset | the ωB97M-V functional and the def2-TZVPD basis
O 1.68131 1.89713 1.64754
C -1.19087 1.03165 -0.14895
N -0.24728 1.93285 0.49382
C -0.22495 -0.87347 1.18798
H -2.24821 -0.64942 -1.26491
H -1.73700 -2.19974 -0.56588
N 0.48417 -1.33356 1.92383
H -0.43269 2.63697 1.24645
H -0.55680 -1.09092 -1.46501
H 3.42580 -1.82597 -0.59342
H -2.25680 1.25170 0.08871
N 2.46113 -1.64835 -0.69162
N 2.08247 -0.50407 -0.53806
H -1.04155 1.07351 -1.26886
C 1.00339 1.43859 0.67204
C -1.41579 -1.17094 -0.84214
C 1.44644 0.41113 -0.23584
N -1.23275 -0.37707 0.35433
```

Properties
* energy relative to the best compared isomer or geometry (same formula, charge and spin): 98.66 kcal/mol
* energy: -14791.459 eV
* LUMO level (alpha / beta): 0.08 / 0.08 eV

How is the electron density shared among the atoms? According to Mulliken, the charges in e are: O -0.65; C -0.59; N -0.14; C 0.39; H 0.43; H 0.33; N -0.42; H 0.30; H 0.37; H 0.22; H 0.37; N -0.96; N 0.80; H 0.36; C 0.33; C -1.05; C 0.04; N -0.14

What did the second record say?
A gas-phase ion, C5H7N5O3P (charge +1), computed with the ωB97M-V functional and the def2-TZVPD basis.

Structure (XYZ):
```
21
C5H7N5O3P | the Open Molecules 2025 dataset | the ωB97M-V functional and the def2-TZVPD basis
N -0.06919 -2.02249 1.19784
H 0.98933 2.23924 2.14050
C 0.26213 -0.18249 -0.69600
H -0.11655 -2.71722 1.94157
C 0.81607 1.46364 1.39037
O 2.58286 -1.29070 0.16474
C -0.22882 -2.38126 -0.09504
O 2.84192 0.55297 -1.53319
N 0.45402 0.21417 2.13736
N -0.21131 1.82462 0.48091
H 2.73791 1.47096 -1.79545
H -0.44271 -3.41929 -0.32022
N -1.74758 0.95590 -1.13962
C -0.66708 0.92739 -0.49866
C 0.24401 -0.75719 1.44775
H -0.34796 -1.72063 -2.00117
P 2.04410 -0.03048 -0.32225
H -0.88265 2.51081 0.79114
H -2.38278 1.72096 -0.95307
O 1.99898 1.22886 0.71361
N -0.15694 -1.48254 -1.02964
```

Properties
* energy relative to the best compared isomer or geometry (same formula, charge and spin): 36.63 kcal/mol
* SMILES string: [H]/N=C1\N[C@H]2N=C=[NH+]/C=[NH+]\C1=[P@@]([O-])(O)O2
* charge: +1
* energy: -28173.470 eV
* LUMO level: -4.78 eV

How is the electron density shared among the atoms? According to Mulliken, the charges in e are: N 0.01; H 0.42; C -0.35; H 0.33; C -0.22; O -0.62; C -0.11; O -0.55; N -0.36; N -0.11; H 0.37; H 0.41; N -0.67; C 0.49; C 0.46; H 0.28; P 1.01; H 0.28; H 0.24; O -0.39; N 0.07